Record 1
Entry from OMol25: C82H96O6S2SiTi as an isolated structure (ωB97M-V/def2-TZVPD).

Each line ends with the Löwdin charge.
Geometry (Å):
Ti  0.501  -0.007  -0.264  0.9959
C  -1.309  3.331  1.715  -0.0704
O  -1.285  2.302  0.734  -0.2242
C  -2.536  2.193  0.137  -0.1963
C  -2.797  2.831  -1.070  -0.1108
C  -1.638  3.442  -1.801  -0.0611
C  -1.137  2.563  -2.924  -0.1024
C  -1.118  3.119  -4.190  0.0095
C  -0.627  2.452  -5.305  -0.1679
C  -0.280  1.122  -5.123  0.0207
C  -0.294  0.512  -3.875  -0.0888
C  0.268  -0.889  -3.776  -0.0631
C  -0.605  -1.978  -3.211  -0.0834
C  -1.527  -2.692  -3.967  0.0431
C  -2.205  -3.797  -3.453  -0.1527
C  -2.060  -4.092  -2.103  0.0411
C  -1.153  -3.400  -1.321  -0.1216
C  -1.021  -3.605  0.162  -0.0619
C  -2.142  -2.785  0.757  -0.1187
C  -3.336  -3.450  0.974  0.0024
C  -4.473  -2.822  1.454  -0.1676
C  -4.321  -1.488  1.786  0.0163
C  -3.144  -0.785  1.580  -0.1050
C  -3.151  0.664  1.990  -0.0679
C  -3.536  1.501  0.804  -0.1189
C  -4.834  1.566  0.327  0.0386
C  -5.150  2.295  -0.812  -0.1572
C  -4.105  2.875  -1.528  0.0336
C  -6.588  2.503  -1.269  -0.5567
C  -6.778  1.936  -2.681  -0.0432
C  -7.605  1.831  -0.341  -0.0662
C  -6.893  4.009  -1.272  -0.0461
C  -2.015  -1.389  0.974  -0.2061
O  -0.899  -0.719  0.686  -0.1803
C  -5.785  -3.583  1.559  -0.5533
C  -6.941  -2.706  2.051  -0.0608
C  -6.146  -4.099  0.157  -0.0437
C  -5.633  -4.767  2.524  -0.0435
C  -0.383  -2.402  -1.904  -0.1831
O  0.711  -1.945  -1.172  -0.2563
C  1.790  -2.862  -1.316  -0.0040
C  -2.986  -4.715  -4.381  -0.5557
C  -3.696  -5.845  -3.626  -0.0621
C  -1.966  -5.351  -5.337  -0.0404
C  -4.032  -3.929  -5.175  -0.0422
C  -0.630  1.256  -2.721  -0.1996
O  -0.444  0.753  -1.502  -0.1314
C  -0.412  3.226  -6.596  -0.5534
C  -1.745  3.771  -7.121  -0.0424
C  0.233  2.373  -7.691  -0.0603
C  0.538  4.394  -6.281  -0.0385
H  -2.194  3.256  2.358  0.1023
H  -0.411  3.214  2.319  0.0532
H  -1.304  4.323  1.245  0.1102
H  -1.921  4.411  -2.217  0.1274
H  -0.831  3.594  -1.083  0.0926
H  -1.470  4.135  -4.295  0.1121
H  0.044  0.529  -5.966  0.1069
H  0.599  -1.190  -4.773  0.1197
H  1.151  -0.814  -3.136  0.0816
H  -1.661  -2.411  -5.000  0.1217
H  -2.618  -4.889  -1.644  0.1056
H  -1.134  -4.657  0.435  0.1315
H  -0.059  -3.236  0.522  0.1020
H  -3.358  -4.508  0.754  0.1117
H  -5.145  -0.953  2.231  0.1042
H  -3.859  0.811  2.807  0.1329
H  -2.155  0.944  2.322  0.0884
H  -5.595  1.040  0.878  0.1027
H  -4.313  3.401  -2.449  0.1195
H  -6.599  0.862  -2.682  0.0888
H  -7.796  2.120  -3.019  0.0822
H  -6.093  2.396  -3.389  0.0752
H  -7.454  0.756  -0.306  0.0773
H  -7.536  2.234  0.667  0.0860
H  -8.611  2.018  -0.712  0.0841
H  -6.233  4.548  -1.944  0.0753
H  -7.920  4.172  -1.593  0.0819
H  -6.769  4.423  -0.273  0.0897
H  -7.090  -1.855  1.390  0.0779
H  -7.859  -3.290  2.057  0.0839
H  -6.764  -2.347  3.062  0.0856
H  -6.201  -3.266  -0.542  0.0910
H  -5.398  -4.800  -0.204  0.0684
H  -7.110  -4.604  0.171  0.0831
H  -5.363  -4.413  3.517  0.0889
H  -6.571  -5.314  2.590  0.0829
H  -4.859  -5.452  2.185  0.0746
H  1.489  -3.868  -1.006  0.1202
H  2.112  -2.896  -2.359  0.0906
H  2.606  -2.504  -0.692  0.0808
H  -2.979  -6.471  -3.100  0.0835
H  -4.415  -5.451  -2.912  0.0795
H  -4.230  -6.475  -4.333  0.0852
H  -1.203  -5.882  -4.771  0.0909
H  -2.465  -6.055  -5.998  0.0830
H  -1.472  -4.596  -5.940  0.0791
H  -4.745  -3.459  -4.502  0.0896
H  -3.575  -3.152  -5.778  0.0738
H  -4.571  -4.598  -5.841  0.0833
H  -2.404  2.953  -7.402  0.0879
H  -2.249  4.372  -6.370  0.0742
H  -1.571  4.392  -7.996  0.0836
H  -0.422  1.561  -8.000  0.0858
H  0.430  2.994  -8.561  0.0838
H  1.181  1.961  -7.351  0.0780
H  0.064  5.120  -5.628  0.0773
H  1.431  4.023  -5.786  0.0824
H  0.835  4.900  -7.196  0.0828
O  1.679  -1.187  1.254  -0.6646
S  2.308  -1.761  2.478  1.0409
C  0.843  -2.223  3.559  -0.2166
C  0.413  -1.188  4.536  -0.2975
C  0.606  -1.368  5.903  -0.0515
C  0.245  -0.375  6.797  -0.0792
C  -0.308  0.808  6.332  -0.0785
C  -0.523  0.984  4.974  -0.0553
C  -0.170  -0.010  4.079  -0.0563
C  2.967  -0.352  3.509  -0.2567
C  4.379  0.018  3.186  -0.2853
C  5.435  -0.719  3.713  -0.0735
C  6.745  -0.353  3.456  -0.0894
C  7.014  0.767  2.689  -0.0766
C  5.969  1.516  2.175  -0.0660
C  4.660  1.138  2.411  -0.0398
H  1.134  -3.146  4.057  0.0920
H  0.057  -2.426  2.831  0.0885
H  1.043  -2.289  6.266  0.1131
H  0.392  -0.524  7.857  0.1035
H  -0.562  1.594  7.027  0.1026
H  -0.969  1.899  4.612  0.1025
H  -0.318  0.128  3.015  0.0701
H  2.890  -0.692  4.541  0.1017
H  2.300  0.493  3.329  0.0279
H  5.228  -1.586  4.325  0.1158
H  7.555  -0.943  3.860  0.1051
H  8.036  1.056  2.495  0.1030
H  6.175  2.401  1.593  0.1038
H  3.846  1.709  1.992  0.0601
C  4.718  2.385  -1.225  -0.0829
C  4.355  1.702  -2.543  -0.5694
C  3.394  2.593  -3.343  -0.0853
C  5.650  1.539  -3.343  -0.0908
Si  3.567  -0.016  -2.117  0.5617
O  2.217  0.121  -1.282  -0.3532
C  4.921  -1.011  -1.188  -0.2028
C  4.772  -1.366  0.146  -0.1028
C  5.704  -2.155  0.800  -0.0829
C  6.848  -2.560  0.138  -0.0830
C  7.029  -2.206  -1.187  -0.0793
C  6.068  -1.459  -1.841  -0.1162
C  3.508  -1.017  -3.786  -0.2051
C  3.880  -2.359  -3.823  -0.1276
C  3.843  -3.106  -4.988  -0.0751
C  3.454  -2.519  -6.179  -0.0879
C  3.116  -1.178  -6.181  -0.0885
C  3.132  -0.451  -5.002  -0.1136
H  5.137  3.378  -1.397  0.0919
H  5.457  1.784  -0.699  0.0649
H  3.844  2.487  -0.590  0.0580
H  3.580  3.645  -3.132  0.0786
H  2.357  2.376  -3.101  0.0607
H  3.534  2.445  -4.411  0.0649
H  6.047  2.517  -3.617  0.0865
H  5.481  0.973  -4.257  0.0716
H  6.407  1.030  -2.749  0.0665
H  3.903  -1.006  0.675  0.0516
H  5.540  -2.452  1.825  0.0869
H  7.594  -3.150  0.651  0.0997
H  7.917  -2.523  -1.715  0.1013
H  6.205  -1.234  -2.888  0.0992
H  4.232  -2.837  -2.920  0.0956
H  4.118  -4.151  -4.957  0.1024
H  3.418  -3.097  -7.093  0.1002
H  2.840  -0.697  -7.110  0.1009
H  2.825  0.581  -5.035  0.0856
S  1.364  1.535  1.368  0.8352
C  1.691  3.153  0.807  -0.6075
C  2.167  4.113  1.703  -0.1197
C  2.415  5.399  1.270  -0.0880
C  2.190  5.748  -0.054  -0.0903
C  1.727  4.794  -0.948  -0.0799
C  1.487  3.501  -0.524  -0.1423
H  2.345  3.834  2.731  0.1055
H  2.786  6.137  1.970  0.1017
H  2.380  6.759  -0.384  0.0972
H  1.555  5.060  -1.983  0.1084
H  1.163  2.724  -1.207  0.0827

Its calculated total energy is -151548.494 eV. The orbital gap comes out at 0.27698 hartree. The LUMO energy comes out at 0.2 eV.

Record 2
Entry from OMol25: one molecule with the formula C5H3NOS (ωB97M-V/def2-TZVPD).

Each line ends with the natural charge from an NBO analysis.
Geometry (Å):
C  -2.675  0.716  -0.011  0.1530
C  -0.562  -0.835  0.225  -0.3056
C  0.791  -0.616  0.237  -0.3927
C  -0.019  1.996  0.402  -0.4187
C  -1.457  0.139  0.223  0.0411
N  -3.538  1.462  -0.206  -0.2375
O  2.684  1.233  0.015  -0.8991
S  1.305  0.970  -0.307  1.3560
H  -0.852  -1.809  0.357  0.2358
H  1.517  -1.463  0.499  0.2615
H  -0.563  2.748  -0.350  0.2063

Its calculated total energy is -19597.832 eV. The orbital gap (alpha / beta) comes out at 0.27198 / 0.26455 hartree. The LUMO energy (alpha / beta) comes out at -1.9 / -2.2 eV. The relative energy (zero: lowest compared OMol25 entry of this formula, charge and spin) comes out at 178.00 kcal per mole.

Record 3
Entry from OMol25: one molecule with the formula C23H27N5O4S (ωB97M-V/def2-TZVPD).

Each line ends with the natural charge from an NBO analysis.
Geometry (Å):
C  -4.165  0.254  -3.665  -0.6382
C  -3.722  -0.184  -2.317  0.1695
C  -4.156  -1.308  -1.584  -0.3378
C  -3.441  -1.286  -0.411  0.1867
C  -3.499  -2.190  0.767  -0.6494
N  -2.641  -0.186  -0.479  -0.2185
C  -1.711  0.291  0.445  0.2880
C  -0.746  -0.555  0.957  -0.3339
C  0.289  -0.082  1.778  0.3279
N  1.221  -0.916  2.310  -0.4405
C  1.083  -2.350  2.358  -0.2295
C  1.991  -3.017  1.311  -0.2280
N  3.232  -2.284  1.200  -0.6735
S  3.661  -1.716  -0.317  2.3304
O  3.506  -2.831  -1.202  -0.9362
O  4.949  -1.111  -0.152  -0.9433
C  2.482  -0.458  -0.799  -0.3745
C  1.354  -0.815  -1.511  -0.1969
C  0.480  0.177  -1.918  -0.2041
C  0.722  1.515  -1.630  0.0223
C  -0.231  2.556  -2.121  -0.6580
C  1.878  1.866  -0.921  -0.0146
C  2.186  3.300  -0.626  -0.6360
C  2.749  0.865  -0.511  -0.1569
C  3.598  -1.511  2.353  -0.2460
C  2.536  -0.444  2.698  -0.2301
C  0.333  1.301  2.045  -0.2976
C  -0.622  2.143  1.538  -0.1511
C  -1.667  1.658  0.755  -0.0560
N  -2.689  2.570  0.355  0.5351
O  -3.826  2.158  0.262  -0.3656
O  -2.358  3.730  0.193  -0.3983
N  -2.815  0.480  -1.633  -0.2926
H  -5.235  0.451  -3.659  0.2255
H  -3.965  -0.522  -4.402  0.2203
H  -3.639  1.162  -3.946  0.2311
H  -4.896  -2.024  -1.877  0.2246
H  -4.504  -2.593  0.862  0.2369
H  -3.245  -1.653  1.679  0.2308
H  -2.811  -3.030  0.652  0.2190
H  -0.765  -1.586  0.648  0.2256
H  0.044  -2.640  2.220  0.2237
H  1.389  -2.675  3.360  0.1984
H  2.199  -4.054  1.601  0.2040
H  1.528  -3.027  0.324  0.2198
H  1.195  -1.850  -1.769  0.2345
H  -0.406  -0.084  -2.477  0.2301
H  -0.429  3.309  -1.361  0.2299
H  -1.172  2.097  -2.412  0.2497
H  0.192  3.069  -2.985  0.2200
H  1.396  3.744  -0.020  0.2223
H  3.129  3.392  -0.094  0.2162
H  2.250  3.871  -1.550  0.2256
H  3.670  1.105  -0.001  0.2237
H  3.750  -2.194  3.194  0.2003
H  4.550  -1.036  2.116  0.2564
H  2.753  0.471  2.146  0.2154
H  2.569  -0.226  3.775  0.1934
H  1.101  1.706  2.682  0.2237
H  -0.606  3.198  1.768  0.2464

Its calculated total energy is -50762.200 eV. The orbital gap comes out at 0.30453 hartree. The LUMO energy comes out at -0.1 eV. The relative energy (zero: lowest compared OMol25 entry of this formula, charge and spin) comes out at 98.69 kcal per mole. As for the SMILES: Cc1cc(C)n(-c2cc(N3CCN(S(=O)(=O)c4ccc(C)c(C)c4)CC3)ccc2[N+](=O)[O-])n1.

Record 4
Entry from OMol25: C24H17AsN5O6PdS as an isolated structure (ωB97M-V/def2-TZVPD).

Each line ends with the natural charge from an NBO analysis.
Geometry (Å):
Pd  -0.007  -0.045  0.170  0.9570
C  2.847  3.269  0.273  -0.2974
C  4.111  2.725  0.272  -0.1449
C  4.246  1.350  0.233  -0.2676
C  3.105  0.558  0.173  0.3779
N  1.861  1.083  0.177  -0.5391
C  1.746  2.420  0.267  0.5693
N  3.360  -0.807  0.072  -0.5062
C  2.453  -1.689  -0.090  0.4355
N  1.086  -1.592  -0.221  -0.5737
C  0.532  -2.834  -0.397  0.4638
N  -0.676  -3.215  -0.604  -0.5316
C  -1.732  -2.342  -0.840  0.3821
C  -2.896  -2.950  -1.290  -0.3154
C  -3.954  -2.151  -1.709  -0.1477
C  -3.824  -0.787  -1.673  -0.3380
C  -2.642  -0.207  -1.164  0.5676
N  -1.625  -0.999  -0.720  -0.5504
C  1.633  -3.829  -0.346  -0.0885
C  1.614  -5.205  -0.470  -0.1703
C  2.841  -5.858  -0.400  -0.2161
C  4.028  -5.149  -0.220  -0.2112
C  4.031  -3.762  -0.106  -0.1994
C  2.806  -3.128  -0.172  0.0050
H  2.659  4.330  0.344  0.2261
H  4.987  3.359  0.322  0.2075
H  5.205  0.857  0.239  0.2247
H  0.342  2.865  1.369  0.5405
H  -2.911  -4.027  -1.352  0.2254
H  -4.865  -2.608  -2.077  0.2074
H  -4.602  -0.108  -1.988  0.2250
H  -2.063  1.329  -0.042  0.5087
H  0.683  -5.736  -0.609  0.2272
H  2.877  -6.937  -0.484  0.2057
H  4.965  -5.691  -0.166  0.2062
H  4.942  -3.197  0.037  0.2302
O  -2.039  -1.208  2.269  -1.0249
As  -2.650  0.494  2.179  1.4258
O  -1.499  1.227  1.034  -1.1240
O  -2.520  1.079  -1.107  -0.7131
C  -1.951  1.013  3.906  -0.4125
C  -2.942  1.241  4.859  -0.2070
C  -2.613  1.532  6.175  -0.2378
C  -1.274  1.594  6.542  -0.2260
C  -0.284  1.377  5.597  -0.1392
C  -0.617  1.095  4.282  -0.2472
S  0.719  0.980  3.055  1.5272
O  1.865  0.405  3.798  -1.0223
O  0.860  2.485  2.856  -1.0641
O  0.519  2.932  0.375  -0.7343
H  -2.705  -1.774  1.865  0.4768
H  -3.988  1.183  4.571  0.2014
H  -3.394  1.704  6.906  0.1998
H  -1.005  1.814  7.569  0.1996
H  0.767  1.417  5.861  0.2260

Its calculated total energy is -120056.814 eV. Its charge is -1. The orbital gap comes out at 0.23308 hartree. The LUMO energy comes out at 1.9 eV. The relative energy (zero: lowest compared OMol25 entry of this formula, charge and spin) comes out at 5.48 kcal per mole.